Here is a molecular structure, C25H36BN9O3S3V in a non-equilibrium geometry from the OMol25 dataset. Energies are from ωB97M-V with the def2-TZVPD basis set.

```
78
Properties=species:S:1:pos:R:3:lowdin_charge:R:1
V -0.90 -1.63 -1.02 0.624
C 0.22 -3.73 3.31 -0.037
C 0.04 -2.43 4.09 -0.517
C -1.40 -2.19 4.53 -0.017
C 0.94 -2.43 5.31 -0.031
N 0.46 -1.26 3.19 0.051
C 1.41 -0.33 3.53 0.031
C 1.46 0.60 2.54 0.008
N 0.53 0.25 1.60 0.064
B 0.20 0.90 0.27 -0.608
N 1.42 1.05 -0.64 0.069
C 2.24 2.12 -0.85 0.026
C 3.18 1.76 -1.75 0.016
N 2.95 0.45 -2.11 0.048
C 1.87 0.04 -1.43 -0.483
S 1.28 -1.62 -1.32 0.951
C 3.84 -0.20 -3.18 -0.515
C 3.61 0.59 -4.47 -0.005
C 3.50 -1.66 -3.39 -0.072
C 5.28 -0.07 -2.68 -0.007
N -0.62 2.21 0.43 0.091
C -0.71 2.96 1.56 0.027
C -1.70 3.88 1.38 0.033
N -2.24 3.68 0.14 0.051
C -1.58 2.65 -0.43 -0.421
S -1.78 2.10 -2.09 1.174
C -3.39 4.51 -0.44 -0.513
C -3.82 5.53 0.61 -0.032
C -2.87 5.24 -1.67 -0.018
C -4.55 3.57 -0.74 -0.012
C -0.06 -0.89 2.02 -0.526
S -1.37 -1.72 1.18 0.918
H 0.18 -4.56 4.01 0.109
H 1.19 -3.76 2.81 0.084
H -0.56 -3.89 2.57 0.047
H -1.72 -3.02 5.16 0.114
H -2.10 -2.15 3.69 0.050
H -1.49 -1.27 5.11 0.103
H 0.65 -3.28 5.93 0.112
H 0.82 -1.54 5.93 0.099
H 1.99 -2.57 5.05 0.104
H 1.99 -0.40 4.43 0.139
H 2.11 1.45 2.43 0.147
H -0.52 0.12 -0.27 0.022
H 2.09 3.07 -0.35 0.148
H 3.99 2.33 -2.17 0.146
H 2.58 0.50 -4.81 0.100
H 4.26 0.18 -5.24 0.113
H 3.86 1.64 -4.36 0.090
H 2.48 -1.81 -3.75 0.072
H 3.68 -2.28 -2.51 0.082
H 4.16 -2.03 -4.18 0.114
H 5.62 0.96 -2.63 0.090
H 5.93 -0.60 -3.37 0.112
H 5.40 -0.53 -1.69 0.104
H -0.09 2.79 2.42 0.137
H -2.05 4.65 2.04 0.140
H -3.02 6.23 0.87 0.102
H -4.20 5.05 1.52 0.103
H -4.63 6.11 0.19 0.113
H -1.98 5.84 -1.43 0.104
H -3.64 5.93 -2.01 0.112
H -2.65 4.58 -2.50 0.055
H -4.85 3.01 0.15 0.105
H -4.33 2.88 -1.55 0.060
H -5.40 4.17 -1.06 0.112
O -1.71 -0.39 -1.87 -0.368
O -2.63 0.69 -1.93 -0.382
N -2.69 -4.80 -2.28 0.242
C -1.57 -4.55 -1.62 -0.360
O -1.22 -3.26 -1.46 -0.198
C -0.69 -5.45 -1.04 -0.135
C -0.97 -6.84 -1.13 -0.157
N -1.25 -7.96 -1.18 0.234
C 0.42 -4.94 -0.36 -0.168
N 1.28 -4.40 0.20 0.195
H -3.19 -4.07 -2.76 0.142
H -2.96 -5.76 -2.46 0.147
```

As for the HOMO-LUMO gap (alpha / beta): 4.94 / 4.94 eV. Its multiplicity is 1. Its HOMO energy (alpha / beta) is -16.30 / -16.30 eV. As for the total charge: +3. The value obtained for the LUMO energy (alpha / beta) is -11.36 / -11.36 eV. For the total energy, the calculation gives -104906.75573 eV.

Here is a molecular structure, C12H30F4N4O12S4Sn in a non-equilibrium geometry from the OMol25 dataset. Energies are from ωB97M-V with the def2-TZVPD basis set.

```
67
Properties=species:S:1:pos:R:3:lowdin_charge:R:1
Sn -3.72 2.40 -22.37 1.332
N -3.15 6.61 -18.20 -0.268
S -2.55 8.08 -17.94 0.487
O -1.51 8.13 -16.95 -0.273
O -3.45 9.21 -18.18 -0.290
F -1.67 8.21 -19.35 -0.260
S -4.32 6.87 -16.98 0.568
O -5.56 7.48 -17.45 -0.304
O -3.89 7.11 -15.60 -0.283
F -4.84 5.33 -16.76 -0.246
N -3.49 -2.27 -26.31 -0.247
S -4.53 -3.62 -26.68 0.629
O -4.17 -4.93 -26.10 -0.291
O -5.38 -3.51 -27.89 -0.289
F -5.60 -3.21 -25.52 -0.252
S -2.42 -2.75 -27.32 0.383
O -2.74 -2.67 -28.74 -0.273
O -1.52 -3.72 -26.87 -0.250
F -1.47 -1.44 -27.23 -0.237
C -5.77 4.71 -26.82 -0.062
O -6.16 5.19 -25.48 -0.244
C -7.22 6.12 -25.40 -0.233
C -7.53 6.45 -23.94 -0.193
N -7.93 5.31 -23.13 -0.046
C -9.08 4.50 -23.53 -0.182
C -9.38 3.28 -22.62 -0.243
O -8.33 2.42 -22.45 -0.202
C -8.55 1.44 -21.53 -0.135
H -4.84 4.15 -26.82 0.080
H -5.59 5.64 -27.37 0.079
H -6.60 4.21 -27.31 0.086
H -8.02 5.57 -25.90 0.110
H -6.91 6.99 -25.98 0.123
H -8.24 7.28 -23.93 0.119
H -6.60 6.88 -23.57 0.119
H -8.10 5.73 -22.22 0.112
H -8.90 4.02 -24.50 0.110
H -9.99 5.05 -23.75 0.121
H -10.33 2.76 -22.80 0.129
H -9.55 3.70 -21.63 0.115
H -8.32 2.00 -20.62 0.095
H -7.84 0.63 -21.72 0.089
H -9.55 1.03 -21.45 0.097
C 1.66 3.81 -23.29 -0.075
O 1.30 2.85 -22.28 -0.196
C 2.10 2.89 -21.14 -0.243
C 1.96 1.61 -20.33 -0.129
N 0.71 1.51 -19.52 -0.016
C 0.62 0.54 -18.45 -0.164
C 0.65 -0.96 -18.92 -0.233
O -0.45 -0.99 -19.75 -0.209
C -0.42 -2.08 -20.72 -0.057
H 2.61 3.64 -23.79 0.094
H 1.88 4.78 -22.85 0.083
H 0.75 3.96 -23.88 0.087
H 1.97 3.85 -20.63 0.131
H 3.17 2.91 -21.37 0.124
H 2.78 1.30 -19.67 0.129
H 1.78 0.78 -21.01 0.125
H 0.13 2.32 -19.41 0.119
H -0.31 0.81 -17.95 0.123
H 1.41 0.79 -17.74 0.122
H 0.47 -1.72 -18.16 0.124
H 1.68 -1.22 -19.18 0.121
H 0.40 -1.88 -21.41 0.090
H -1.39 -1.93 -21.20 0.081
H -0.45 -3.12 -20.39 0.092
```

As for the HOMO-LUMO gap: 1.85 eV. Its multiplicity is 1. The relative energy (zero: lowest compared OMol25 entry of this formula, charge and spin) comes out at 28.51 kcal per mole. Its HOMO energy is -9.23 eV. As for the total charge: 0. The value obtained for the LUMO energy is -7.38 eV. For the total energy, the calculation gives -103484.57634 eV.

Here is a single C4H10N2O2 molecule in a non-equilibrium geometry from the OMol25 dataset. Energies are from ωB97M-V with the def2-TZVPD basis set.

```
18
Properties=species:S:1:pos:R:3:lowdin_charge:R:1
O 0.53 0.16 -2.45 0.031
C 0.52 1.22 -1.86 -0.364
N 0.17 1.38 -0.56 0.047
C -0.26 0.35 0.41 -0.277
C -1.27 -0.62 -0.15 -0.229
O -2.47 0.04 -0.57 -0.057
C 1.05 -0.40 0.87 -0.229
N 0.78 -1.64 1.55 0.004
H 0.82 2.19 -2.28 0.131
H 0.07 2.31 -0.19 0.129
H -0.62 0.91 1.26 0.142
H -0.87 -1.22 -0.96 0.121
H -1.57 -1.29 0.64 0.111
H -2.22 0.75 -1.16 0.071
H 1.62 -0.62 -0.03 0.113
H 1.56 0.34 1.50 0.110
H 1.53 -2.31 1.41 0.072
H 0.63 -1.53 2.55 0.074
```

As for the HOMO-LUMO gap: 9.96 eV. Its multiplicity is 1. The relative energy (zero: lowest compared OMol25 entry of this formula, charge and spin) comes out at 40.07 kcal per mole. Its HOMO energy is -9.29 eV. As for the total charge: 0. As for the structure (SMILES): NC[C@H](CO)NC=O. The value obtained for the LUMO energy is 0.66 eV. For the total energy, the calculation gives -11385.16523 eV.

Here is 2 unconnected molecules or ions with the total composition C9H18BF2NO5P from the OMol25 dataset. Energies are from ωB97M-V with the def2-TZVPD basis set.

```
37
Properties=species:S:1:pos:R:3:lowdin_charge:R:1
C 3.21 -1.22 1.45 -0.043
C 3.91 -0.64 0.23 -0.494
O 3.77 -1.57 -0.86 -0.079
C 3.45 0.75 -0.17 -0.390
P 1.78 0.98 -0.96 0.941
C 0.47 0.81 0.35 -0.416
C -0.61 -0.23 0.03 -0.265
C -0.24 -1.68 0.35 -0.200
C 0.22 -2.56 -0.81 -0.306
N -0.73 -2.69 -1.91 -0.005
H 3.89 -1.25 2.30 0.073
H 2.94 -2.24 1.23 0.079
H 2.33 -0.66 1.74 0.043
H 4.98 -0.58 0.46 0.123
H 4.52 -1.41 -1.46 0.097
H 3.53 1.45 0.65 0.076
H 4.15 1.10 -0.93 0.053
H 1.60 -0.20 -1.69 -0.072
H -0.03 1.77 0.35 0.039
H 0.88 0.67 1.34 0.059
H -1.48 0.02 0.62 0.099
H -0.90 -0.08 -1.01 0.087
H -1.12 -2.17 0.78 0.103
H 0.52 -1.72 1.13 0.079
H 1.17 -2.23 -1.21 0.066
H 0.40 -3.56 -0.42 0.102
H -1.51 -3.28 -1.64 0.058
H -1.12 -1.79 -2.18 0.050
B -5.32 2.12 0.86 -1.060
O -4.00 1.57 0.42 0.206
C -3.33 2.50 -0.22 -0.403
O -2.23 2.37 -0.70 0.113
C -4.17 3.78 -0.25 -0.419
O -3.85 4.82 -0.76 0.119
O -5.31 3.53 0.38 0.209
F -5.42 2.08 2.24 0.138
F -6.36 1.42 0.28 0.139
```

As for the HOMO-LUMO gap: 8.38 eV. Its multiplicity is 1. Its HOMO energy is -6.02 eV. As for the total charge: -1. The value obtained for the LUMO energy is 2.36 eV. For the total energy, the calculation gives -36760.68691 eV.

Here is a single C13H11NOS2 molecule in a non-equilibrium geometry from the OMol25 dataset. Energies are from ωB97M-V with the def2-TZVPD basis set.

```
28
Properties=species:S:1:pos:R:3:lowdin_charge:R:1
O -0.99 -2.83 0.15 -0.524
S 0.46 0.07 -1.50 0.955
C 2.24 2.68 3.38 -0.111
C -2.46 -0.91 -4.27 -0.082
C -3.32 -1.67 -3.56 -0.100
C 1.10 1.87 3.75 -0.045
C 2.94 2.42 2.31 -0.156
C -1.30 -0.31 -3.63 -0.068
C -3.15 -1.78 -2.14 -0.036
C 0.75 0.75 2.94 -0.014
C 2.61 1.37 1.55 -0.070
C -1.05 -0.48 -2.25 -0.535
C -1.97 -1.27 -1.53 -0.332
C 1.56 0.49 1.78 -0.225
N 0.16 -0.60 0.07 -0.632
S -1.37 -1.37 0.21 0.937
C 1.39 -0.75 0.99 -0.173
H 2.51 3.54 4.02 0.111
H -2.76 -0.78 -5.29 0.101
H -4.19 -2.19 -3.99 0.111
H 0.54 1.95 4.73 0.117
H 3.90 2.95 2.18 0.130
H -0.66 0.28 -4.23 0.086
H -3.84 -2.38 -1.55 0.110
H -0.04 0.13 3.28 0.093
H 3.35 1.26 0.74 0.125
H 2.23 -0.80 0.30 0.101
H 1.35 -1.65 1.58 0.124
```

As for the HOMO-LUMO gap: 8.34 eV. Its multiplicity is 1. The relative energy (zero: lowest compared OMol25 entry of this formula, charge and spin) comes out at 38.88 kcal per mole. Its HOMO energy is -7.86 eV. As for the total charge: 0. The value obtained for the LUMO energy is 0.48 eV. For the total energy, the calculation gives -38864.05161 eV.

Here is a molecular structure, C42H47HgN6O12PS2Sb2 in a non-equilibrium geometry from the OMol25 dataset. Energies are from ωB97M-V with the def2-TZVPD basis set.

```
113
Properties=species:S:1:pos:R:3:lowdin_charge:R:1
Hg -0.20 -0.44 0.29 0.641
C 0.09 -4.71 -1.65 -0.073
C 1.14 -4.00 -0.82 -0.319
O 1.44 -4.77 0.34 -0.295
P 1.36 -4.01 1.81 0.789
S 2.35 -1.28 2.78 0.148
S 1.71 -2.06 4.46 -0.121
O 0.99 -5.32 2.71 -0.311
C -0.33 -5.43 3.20 -0.336
C -1.30 -5.92 2.14 -0.092
H -0.09 -4.17 -2.59 0.038
H -0.86 -4.78 -1.11 0.079
H 0.42 -5.72 -1.90 0.090
H 0.79 -3.00 -0.53 0.035
H 2.06 -3.88 -1.40 0.108
H -0.66 -4.46 3.59 0.094
H -0.29 -6.13 4.03 0.106
H -1.43 -5.17 1.36 0.037
H -2.28 -6.13 2.58 0.066
H -0.92 -6.83 1.67 0.074
O -4.71 -0.68 -6.53 0.050
N -4.98 -0.30 -5.40 -0.337
O -6.12 -0.23 -4.98 0.054
C -3.87 0.11 -4.53 -0.086
C -2.66 0.21 -5.13 0.054
C -1.51 0.65 -4.42 -0.147
C -0.24 0.67 -5.02 -0.011
C 0.84 1.05 -4.27 -0.049
C 0.61 1.44 -2.94 -0.145
N -0.57 1.46 -2.36 0.128
C -1.63 1.05 -3.08 -0.157
C -2.92 0.92 -2.42 -0.147
N -2.97 1.26 -1.12 0.128
C -4.08 1.05 -0.46 -0.136
C -5.23 0.51 -1.04 -0.071
C -5.22 0.20 -2.37 -0.014
C -4.04 0.42 -3.12 -0.065
H -2.57 -0.06 -6.17 0.127
H -0.12 0.34 -6.05 0.116
H 1.84 1.02 -4.66 0.099
H 1.45 1.73 -2.31 0.065
H -4.06 1.33 0.59 0.099
H -6.12 0.33 -0.44 0.104
H -6.09 -0.21 -2.84 0.097
C -2.96 3.80 2.03 -0.376
Sb -0.93 3.10 1.68 1.219
C -0.46 3.12 3.79 -0.333
C -0.19 5.16 1.33 -0.334
C 1.04 5.52 2.10 -0.298
C 0.89 6.18 3.32 -0.084
C 1.98 6.52 4.11 -0.111
C 3.26 6.22 3.67 -0.106
C 3.42 5.59 2.45 -0.074
C 2.34 5.22 1.64 -0.290
C 2.60 4.53 0.35 -0.331
Sb 2.49 2.29 0.43 1.268
C 4.24 2.12 -0.82 -0.321
C 3.59 2.14 2.26 -0.319
H -2.95 4.75 2.56 -0.014
H -3.49 3.06 2.64 -0.011
H -3.49 3.91 1.08 -0.019
H -1.02 3.92 4.29 -0.003
H 0.60 3.28 3.94 -0.008
H -0.73 2.16 4.22 0.001
H -1.02 5.81 1.63 0.041
H -0.05 5.26 0.26 0.038
H -0.11 6.41 3.67 0.104
H 1.83 7.02 5.06 0.089
H 4.13 6.48 4.26 0.091
H 4.42 5.37 2.09 0.104
H 3.60 4.75 -0.01 0.045
H 1.88 4.82 -0.42 0.036
H 5.07 2.67 -0.37 -0.002
H 4.04 2.52 -1.82 -0.005
H 4.49 1.07 -0.90 -0.013
H 4.41 2.85 2.26 -0.004
H 3.96 1.12 2.35 -0.025
H 2.93 2.33 3.11 -0.002
C -4.49 -2.69 0.40 -0.009
C -3.07 -2.93 -0.07 -0.405
O -2.14 -2.92 0.70 -0.004
C -2.82 -3.09 -1.55 -0.149
C -1.54 -2.82 -2.03 -0.097
C -1.28 -2.90 -3.38 -0.097
C -2.28 -3.26 -4.27 -0.076
C -3.56 -3.53 -3.80 -0.092
C -3.83 -3.43 -2.44 -0.040
H -4.46 -2.34 1.42 0.087
H -5.06 -3.62 0.35 0.084
H -4.98 -1.96 -0.24 0.052
H -0.77 -2.54 -1.32 0.022
H -0.28 -2.67 -3.74 0.118
H -2.07 -3.34 -5.33 0.104
H -4.35 -3.80 -4.49 0.098
H -4.84 -3.62 -2.08 0.105
O 6.64 -5.32 -0.83 0.043
N 6.08 -4.62 -1.65 -0.373
O 6.27 -4.73 -2.86 0.014
C 5.16 -3.62 -1.19 -0.157
C 4.83 -3.53 0.17 0.074
C 3.98 -2.57 0.63 -0.121
C 3.42 -1.56 -0.24 -0.357
O 2.83 -0.54 0.13 -0.274
C 3.67 -1.85 -1.65 -0.102
C 4.55 -2.79 -2.11 0.050
N 2.92 -1.11 -2.65 -0.316
O 1.73 -0.92 -2.46 0.010
O 3.50 -0.74 -3.67 0.040
N 3.70 -2.62 2.09 -0.511
O 4.74 -2.69 2.78 -0.129
O 2.93 -4.01 2.24 -0.325
H 5.25 -4.23 0.88 0.134
H 4.74 -2.90 -3.17 0.126
```

As for the HOMO-LUMO gap: 3.43 eV. Its multiplicity is 1. The relative energy (zero: lowest compared OMol25 entry of this formula, charge and spin) comes out at 108.07 kcal per mole. Its HOMO energy is -1.12 eV. As for the total charge: -2. The value obtained for the LUMO energy is 2.31 eV. For the total energy, the calculation gives -126027.29521 eV.

Look up the multiplicity of the fourth one.
1

Which value of total charge does entry 6 give?
-2

Among the records above, which one has the lowest total charge?
C42H47HgN6O12PS2Sb2

The highest total charge belongs to which entry?
C25H36BN9O3S3V